{"formula": "C5H10N2Si", "method": "ωB97M-V with the def2-TZVPD basis set", "homo_lumo_gap_ev": 6.586, "molar_mass_g_mol": 126.2, "fmax_ev_per_a": 5.81, "e_tot_ha": -595.3512, "homo_ev": -8.4, "lumo_ev": -1.81, "species": ["C", "C", "C", "C", "C", "N", "N", "Si", "H", "H", "H", "H", "H", "H", "H", "H", "H", "H"], "xyz": [[3.395216, -0.546433, 0.657515], [2.085470, -0.683133, 0.646824], [2.690561, 0.725200, -0.845734], [-3.609317, 0.144553, -0.080762], [-0.621626, 0.364923, -0.748380], [3.818171, 0.347951, -0.337926], [1.651999, 0.168756, -0.258100], [-1.722895, -0.188292, 0.662740], [4.154035, -1.077638, 1.214045], [1.422151, -1.238410, 1.209729], [2.568288, 1.566621, -1.609713], [-3.735602, -0.460074, -0.954853], [-4.376531, -0.082603, 0.653695], [-3.388514, 1.128635, -0.455204], [-0.261987, -0.437313, -1.534769], [-0.801831, 1.296362, -1.172391], [-1.577093, 0.596551, 1.904616], [-1.690490, -1.625651, 1.048661]], "forces_ev_per_angstrom": [[4.0, -0.2, -0.4], [-0.9, -0.4, 1.1], [-0.2, 3.5, -2.7], [3.2, -0.7, 0.5], [3.8, -4.3, -0.6], [0.2, -1.0, 1.3], [-5.3, 1.4, -1.9], [-2.3, -0.5, 0.1], [-0.2, 0.0, 0.1], [-1.0, -1.2, 1.2], [0.2, -1.5, 1.1], [-0.1, -0.6, -0.4], [0.0, 0.7, 0.0], [-1.1, 0.9, 0.3], [-1.2, 1.7, 1.6], [0.3, 1.8, -0.6], [0.2, 0.2, -0.2], [0.5, 0.2, -0.3]]}